*P*
Molecular formula: C4H5NO3
Method: DFT, wB97M-V/def2-TZVPD

Element x y z (Å)
C -0.61469 1.25701 -1.14038
N -1.02294 -0.67848 0.37159
C -0.31579 -1.51481 1.19971
C 1.03092 -0.10921 0.26833
C -0.17308 0.19761 -0.20828
O 1.03347 -1.18912 1.16222
O 2.19131 0.52580 -0.05726
O -0.79209 -2.41292 1.87447
H 2.88474 0.04801 0.43210
H -2.02276 -0.73337 0.25449
H -1.59533 1.64884 -0.85096
H -0.69016 0.86286 -2.15850
H 0.08639 2.09778 -1.14754

Calculated values
Multiplicity: 1
Frontier orbital gap: 8.50 eV
Structure (SMILES): Cc1[nH]c(=O)oc1O
LUMO: 0.6 eV

*Q*
Molecular formula: C4H5NO3
Method: DFT, wB97M-V/def2-TZVPD

Element x y z (Å)
C -1.12174 -0.14475 0.31132
C 0.99078 0.90387 0.44192
C -0.43580 -1.16003 -0.19245
N 1.43802 2.02668 -0.18514
C -0.12533 -2.37506 -0.55624
O -2.47616 -0.16766 0.31491
O -0.46727 1.01696 0.59916
O 1.70800 0.14844 1.05420
H -2.76320 0.74090 0.50407
H 0.78779 2.58730 -0.71338
H 2.43150 2.20421 -0.15477
H -0.87514 -3.07751 -0.90666
H 0.90857 -2.70334 -0.51692

Calculated values
Multiplicity: 1
Frontier orbital gap (alpha / beta): 8.28 / 7.18 eV
Structure (SMILES): C=C=C(O)OC(N)=O
LUMO (alpha / beta): 0.4 / 0.4 eV

*R*
Molecular formula: C4H5NO3
Method: DFT, wB97M-V/def2-TZVPD

Element x y z (Å)
C -1.55976 0.48583 -0.65365
C 0.24055 -0.50365 -0.11722
C 0.49822 0.88619 0.10620
N 1.08033 -1.57594 0.08253
C -0.67669 1.52458 -0.25964
O -0.72956 -0.62277 -1.04793
O -2.18056 -0.18254 0.59130
O 1.64349 1.45732 0.56062
H -2.58631 -1.01561 0.31050
H 2.36134 0.80680 0.55197
H 0.84660 -2.40198 -0.45334
H 2.04328 -1.37732 0.32456
H -0.98091 2.51908 0.00410

Calculated values
Multiplicity: 1
Frontier orbital gap (alpha / beta): 6.83 / 7.85 eV
Structure (SMILES): Nc1oc(O)cc1O
LUMO (alpha / beta): -0.1 / 0.0 eV

*S*
Molecular formula: C4H5NO3
Method: DFT, wB97M-V/def2-TZVPD

Element x y z (Å)
C -1.15484 0.29344 -0.11537
C 0.99923 0.37056 0.80888
C 0.10875 -0.43380 -0.05181
C 0.31417 -1.29283 -1.27988
H -1.44318 2.33907 0.85531
H 2.03581 0.52152 0.38877
H 0.87927 -0.08605 1.85713
H 1.35753 -1.46917 -1.77460
H -0.68575 -1.45881 -1.88326
N -0.99920 1.33783 0.78360
O -2.01540 -0.04925 -0.91861
O 0.33608 1.67191 1.05926
O 0.26753 -1.74443 0.27059

Calculated values
Multiplicity: 1
Frontier orbital gap: 10.24 eV
Structure (SMILES): O=C1NOC[C@]12CO2
LUMO: 0.7 eV

Most stable one: *P*, least stable one: *S*.

*P*
Molecular formula: C3H12N3O
Method: DFT, wB97M-V/def2-TZVPD

Element x y z (Å)
C 0.28641 -1.16626 -1.70816
C 1.43963 -0.18721 -1.55354
N 1.53868 0.30060 -0.14395
H 0.31193 -1.53646 -2.73106
H 0.33626 -2.00131 -1.01216
H -0.67094 -0.65084 -1.61942
H 2.38207 -0.66490 -1.81152
H 1.28387 0.67553 -2.19703
H 0.64697 0.73909 0.24255
H 2.27153 1.00972 -0.04543
H 1.80759 -0.47173 0.46761
N -0.66933 1.41440 1.34321
C -1.22374 0.21796 1.86344
N -2.42215 -0.16818 1.28758
O -0.67481 -0.38437 2.74693
H -1.37769 2.07307 1.03279
H -0.14809 1.85320 2.09728
H -2.60978 -1.15174 1.42857
H -2.50843 0.09941 0.31232

Calculated values
Multiplicity: 1
Net charge: +1
Frontier orbital gap: 10.80 eV
LUMO: -3.3 eV

*Q*
Molecular formula: C3H12N3O
Method: DFT, wB97M-V/def2-TZVPD

Element x y z (Å)
C 0.88615 0.04719 1.61825
O 0.70475 -1.14137 0.79724
C 0.01293 1.18358 1.12726
N 0.27006 2.35364 1.93463
H 0.66164 -0.15578 2.66494
H 1.93668 0.33689 1.54916
H 1.14196 -1.84930 1.27933
H 0.20322 1.39287 0.06860
H -1.03970 0.87476 1.18787
H -0.51738 2.65474 2.48746
H 0.61734 3.14313 1.41405
N -1.74239 -0.78063 -1.49158
C -0.72016 -0.78011 -2.31946
N 0.50863 -0.96823 -1.94542
H -1.56275 -0.70953 -0.49954
H -2.66791 -0.58329 -1.83444
H -0.91412 -0.62348 -3.37258
H 1.23286 -1.11129 -2.62576
H 0.73245 -1.06214 -0.93215

Calculated values
Multiplicity: 1
Net charge: +1
Frontier orbital gap: 9.43 eV
LUMO: -3.2 eV

*R*
Molecular formula: C3H12N3O
Method: DFT, wB97M-V/def2-TZVPD

Element x y z (Å)
C -1.11641 -1.50763 1.62324
O -0.71396 -2.12485 0.44010
H -0.49463 -3.07233 0.65600
H -2.23602 -1.85900 1.80890
H -0.38832 -1.67313 2.38100
H -0.94218 -0.33694 1.35717
C 2.24787 1.00751 -0.15955
C -0.21030 0.67019 -0.84942
N 1.07473 0.24835 -0.70839
N -0.64582 1.94526 -0.48808
N -1.07072 -0.25614 -1.39796
H 1.33027 -0.61178 -0.70027
H -0.05455 2.74426 -0.21085
H -1.47205 2.39734 -0.98081
H -1.01147 -1.18817 -1.02832
H -2.03385 -0.08592 -1.29242
H 1.86728 1.94726 0.05754
H 2.96891 1.30268 -1.06280
H 2.90121 0.45305 0.55491

Calculated values
Multiplicity: 1
Net charge: +1
Frontier orbital gap: 11.60 eV
LUMO: -2.9 eV

Most stable one: *P*, least stable one: *R*.

*P*
Molecular formula: C6H13NO
Method: DFT, wB97M-V/def2-TZVPD

Element x y z (Å)
C 1.77009 -1.10472 -1.98380
C 1.38193 -0.29454 -0.65681
C -0.02268 -0.66277 -0.21197
C -0.74668 -0.37449 0.90143
C -2.18589 -0.71876 1.21018
C -3.10629 0.12071 1.71157
N 0.99248 -0.88241 -3.17581
H 1.81723 -2.20305 -1.81731
H 2.81911 -0.81526 -2.21724
H 1.40931 0.80952 -0.71622
H 2.00918 -0.44823 0.14699
H -0.70244 -1.33871 -0.80163
H -0.20807 0.38548 1.60129
H -2.49369 -1.80646 1.08534
H -3.07774 1.27211 1.62226
H -4.01038 -0.18097 2.04960
H 0.10971 -1.22121 -3.18294
H 1.14659 0.08592 -3.48645
H 1.57567 3.01609 1.40587
H 1.53822 2.49037 2.78865
O 1.07213 3.04234 2.24111

Calculated values
Multiplicity: 2
Net charge: -1
Frontier orbital gap (alpha / beta): 3.02 / 7.09 eV
LUMO (alpha / beta): 3.9 / 3.6 eV
<S²>: 0.761

*Q*
Molecular formula: C6H13NO
Method: DFT, wB97M-V/def2-TZVPD

Element x y z (Å)
C -0.68656 -2.90954 -1.91758
C -0.80587 -1.42162 -1.90898
C 0.31374 -0.59470 -2.02011
N 0.32508 0.78297 -2.26507
H 0.37281 -3.20718 -2.02274
H -1.08679 -3.36614 -1.03898
H -1.30139 -3.35452 -2.77157
H -1.76696 -0.89783 -2.04739
H 1.29038 -0.92625 -1.61092
H 0.94650 1.32260 -1.68103
H -0.58899 1.22108 -2.38934
O 1.27221 1.52364 0.76844
C 0.29153 0.88772 1.07624
C 0.02111 0.30593 2.46342
C -0.47144 1.43949 3.42907
H -0.50033 0.74885 0.30836
H 0.94855 -0.18500 2.85573
H -0.76127 -0.45204 2.36012
H 0.25407 2.18959 3.68725
H -0.90639 1.00887 4.32950
H -1.32850 1.98446 2.99662

Calculated values
Multiplicity: 2
Net charge: -1
Frontier orbital gap (alpha / beta): 2.91 / 7.63 eV
LUMO (alpha / beta): 3.8 / 3.8 eV
<S²>: 0.753

*R*
Molecular formula: C6H13NO
Method: DFT, wB97M-V/def2-TZVPD

Element x y z (Å)
C -0.02505 -0.90171 -1.86266
N 0.35232 -0.92906 -0.43710
C -0.25641 0.05507 0.35319
C -1.27346 -0.06794 1.21016
C -2.04098 -1.27642 1.63273
C -0.52978 2.40015 -0.39373
C 0.24587 1.40991 0.03913
H 0.67458 -1.50812 -2.44247
H -0.00729 0.11963 -2.22324
H -1.06470 -1.22383 -1.99095
H 0.11442 -1.86213 -0.11775
H -1.55049 0.85396 1.69309
H -2.60564 -1.75828 0.83148
H -2.81111 -1.02479 2.36041
H -1.40724 -2.05059 2.07862
H -0.05105 3.35434 -0.58742
H -1.61368 2.35946 -0.47717
H 1.30612 1.54830 -0.14074
H 4.62515 -0.34997 -0.25175
H 3.95265 0.50021 0.84473
O 3.96578 0.35182 -0.11856

Calculated values
Multiplicity: 2
Net charge: -1
Frontier orbital gap (alpha / beta): 2.24 / 8.55 eV
LUMO (alpha / beta): 3.5 / 3.4 eV
<S²>: 0.750

Most stable one: *Q*, least stable one: *P*.

*P*
Molecular formula: C5H10NO
Method: DFT, wB97M-V/def2-TZVPD

Element x y z (Å)
O -2.74400 -1.36165 -2.08283
C -1.82651 -1.68750 -1.34473
C -1.14502 -0.58502 -0.56839
C 0.21132 0.09527 -0.94226
C 0.99233 0.53608 0.31324
C 0.59813 -0.08257 1.50635
N 1.82443 1.52816 0.09240
H -1.75673 -2.75659 -1.17868
H -1.90001 0.21643 -0.49877
H -1.13117 -1.16803 0.36703
H 0.22925 0.95875 -1.62987
H 0.89653 -0.79204 -1.27743
H 1.12403 -0.96181 1.89041
H -0.39949 0.18272 1.72940
H 1.45885 1.65684 3.18131
H 1.96983 1.95822 1.01025
H 1.59822 2.26275 -0.56741

Calculated values
Multiplicity: 1
Net charge: +1
Frontier orbital gap: 6.49 eV
LUMO: -7.0 eV

*Q*
Molecular formula: C5H10NO
Method: DFT, wB97M-V/def2-TZVPD

Element x y z (Å)
C -0.68987 -2.75307 1.56930
C -0.48810 -0.01899 0.93379
C 0.04201 0.55070 -0.28287
C -0.00635 2.05144 -0.70395
C -0.04395 -0.21398 -1.60632
N 0.98318 0.09347 0.85571
O 0.36764 -3.04563 1.95151
H -1.70001 -3.01782 1.46489
H -1.06317 0.28286 1.76577
H -0.95144 2.61171 -0.84436
H 0.50768 2.08708 -1.56040
H 0.49472 2.74704 0.03661
H 0.84155 -0.24097 -2.16826
H -0.81661 0.23035 -2.16816
H -0.41637 -1.27300 -1.50758
H 1.58043 0.73808 1.38133
H 1.35866 -0.82926 0.88296

Calculated values
Multiplicity: 1
Net charge: +1
Frontier orbital gap (alpha / beta): 9.41 / 7.32 eV
LUMO (alpha / beta): -3.9 / -4.9 eV

Most stable one: *Q*, least stable one: *P*.